The following is a quantum chemistry calculation of a 2-piece molecular cluster, C18H23O3 overall in a non-equilibrium geometry, from OMol25.

**Orbital gap**: 6.629 eV
**E**: -25173.8121 eV
**Molar mass**: 287.38 g/mol
**Charge**: +1
**Spin multiplicity**: 1

```
44
Properties=species:S:1:pos:R:3:forces:R:3
C -5.089875 3.044050 0.980053 -0.3 0.9 0.1
O -4.990371 1.645239 0.927065 2.4 -1.7 0.2
C -3.693997 1.166588 1.036498 -1.2 0.2 -0.3
C -3.492957 -0.213445 0.882488 -0.5 -0.1 -0.1
C -2.242228 -0.760463 0.918417 0.0 0.2 0.0
C -1.097727 0.047814 1.107492 0.4 0.0 0.1
C 0.180461 -0.557932 1.052602 0.1 0.7 0.0
C 1.459463 0.044354 0.973947 -0.5 0.0 -0.1
C 2.605529 -0.761097 1.159070 0.1 0.1 0.0
C 3.858907 -0.219133 1.151610 0.5 0.0 0.1
C 4.059693 1.158420 0.962878 1.3 0.1 0.2
O 5.359308 1.637643 1.032289 -2.5 -1.7 -0.1
C 5.453211 3.038094 1.000289 0.3 0.9 -0.1
C 2.931070 1.954538 0.710170 0.3 0.5 0.0
C 1.675528 1.413234 0.691638 0.1 -0.2 -0.1
C -1.316721 1.421922 1.355090 0.0 -0.2 0.1
C -2.568783 1.967016 1.298013 -0.4 0.4 -0.1
H -6.139088 3.319544 0.883216 0.1 -0.2 0.0
H -4.717722 3.400273 1.941052 -0.1 0.2 0.0
H -4.526676 3.481227 0.153789 0.0 0.2 0.1
H -4.355952 -0.831241 0.712972 -0.2 -0.2 0.0
H -2.114293 -1.819099 0.779101 0.0 -0.3 -0.1
H 0.181180 -1.635563 1.063891 0.0 -0.3 0.0
H 2.478033 -1.817165 1.328056 0.0 -0.2 0.0
H 4.724102 -0.834327 1.313008 0.2 -0.2 0.0
H 6.502571 3.315347 1.089162 -0.1 -0.2 0.0
H 5.068209 3.409357 0.050325 0.1 0.2 0.0
H 4.898764 3.458440 1.841170 0.0 0.2 -0.1
H 3.056284 3.007949 0.530694 -0.1 0.1 -0.2
H 0.850096 2.027304 0.385565 0.0 0.2 -0.1
H -0.496850 2.041184 1.670444 0.0 0.1 0.0
H -2.696324 3.023860 1.447843 0.1 0.1 0.2
C -0.066901 -4.597616 -2.432514 0.4 0.3 0.1
C -0.437380 -3.125942 -2.285547 -0.7 0.0 0.2
C -1.254406 -2.642500 -3.477527 0.1 0.0 0.0
O 0.739315 -2.334342 -2.107307 0.3 0.6 0.2
H -0.946316 -5.238047 -2.496768 -0.1 0.2 0.0
H 0.518599 -4.749978 -3.337764 0.0 0.0 -0.1
H 0.539274 -4.932474 -1.592591 0.0 0.0 0.1
H -1.032029 -3.006960 -1.361974 -0.1 -0.2 -0.2
H -2.178661 -3.208351 -3.597138 0.0 0.0 0.1
H -1.507810 -1.588275 -3.380927 -0.1 0.1 0.0
H -0.678141 -2.758316 -4.394123 0.1 0.0 0.0
H 0.501600 -1.391119 -1.965702 0.0 -1.0 -0.3
```
Positions in Å, forces in eV/Å.